1.
The following is a DFT calculation (ωB97M-V/def2-TZVPD) of C17H17IO8S as an isolated structure at a distorted geometry.

Geometry (Å):
1 C 5.019 -4.551 -0.822
2 C 3.661 -3.991 -1.277
3 C 2.613 -3.874 -0.179
4 I 2.683 -5.520 1.226
5 C 1.228 -3.618 -0.768
6 C 0.019 -3.714 0.144
7 O -1.049 -4.258 -0.698
8 S -0.344 -5.452 -1.471
9 O -0.889 -5.775 -2.719
10 O -0.157 -6.474 -0.529
11 O 0.974 -4.598 -1.799
12 H 5.759 -4.212 -1.541
13 H 5.276 -4.224 0.176
14 H 4.980 -5.630 -0.892
15 H 3.320 -4.633 -2.078
16 H 3.831 -2.992 -1.674
17 H 2.871 -3.005 0.418
18 H 1.238 -2.604 -1.159
19 H -0.381 -2.768 0.473
20 H 0.110 -4.327 1.033
21 C -0.037 1.175 0.135
22 C -0.085 2.487 0.341
23 C 0.214 3.068 1.673
24 O 0.169 4.264 1.862
25 C 0.572 2.130 2.766
26 C 0.619 0.817 2.559
27 C 0.319 0.241 1.228
28 O 0.365 -0.960 1.038
29 H -0.255 0.730 -0.828
30 H -0.344 3.188 -0.443
31 H 0.787 2.574 3.730
32 H 0.876 0.114 3.341
33 C -2.992 6.640 0.341
34 C -2.890 5.452 0.932
35 C -3.554 4.253 0.364
36 O -3.461 3.168 0.901
37 C -4.336 4.426 -0.885
38 C -4.438 5.613 -1.475
39 C -3.773 6.814 -0.909
40 O -3.865 7.895 -1.448
41 H -2.515 7.527 0.737
42 H -2.323 5.303 1.841
43 H -4.811 3.537 -1.281
44 H -5.004 5.762 -2.386

* LUMO level: -2.1 eV
* energy relative to the best compared isomer or geometry (same formula, charge and spin): 9.8 kcal per mole
* highest occupied orbital energy: -9.416 eV
* charge: 0

These are the natural (NBO) partial charges, in e, on atoms 1 to 2: number 1, C, carries -0.606; number 2, C, carries -0.434


2.
The following is a DFT calculation (ωB97M-V/def2-TZVPD) of a single C17H17N3O molecule at a distorted geometry.

Geometry (Å):
1 N -0.937 -0.798 -0.199
2 N 1.143 -2.603 -2.653
3 O 2.485 -0.782 -1.114
4 C -0.462 0.082 0.667
5 C 1.274 -0.586 -0.562
6 C 0.908 0.302 0.387
7 C 1.011 -3.615 -3.558
8 C 0.061 -2.249 -1.989
9 C -0.157 -4.353 -3.738
10 C -1.176 -2.688 -2.257
11 C -1.294 -3.828 -3.104
12 C -3.128 1.501 3.630
13 C -3.534 1.434 2.350
14 C -1.745 1.366 4.024
15 C -2.636 0.986 1.396
16 C -0.893 0.894 3.024
17 C -1.321 0.778 1.699
18 N 0.128 -1.299 -0.939
19 C 2.316 3.822 0.252
20 C 1.989 1.272 0.816
21 C 2.371 2.299 -0.226
22 H 2.458 -1.636 -1.626
23 H 1.897 -4.083 -3.961
24 H -0.185 -5.193 -4.490
25 H -2.075 -2.309 -1.832
26 H -2.295 -4.334 -3.318
27 H -3.896 1.682 4.421
28 H -4.543 1.592 1.926
29 H -1.596 1.578 5.046
30 H -3.041 0.837 0.394
31 H 0.134 0.595 3.159
32 H 2.516 4.616 -0.569
33 H 1.313 4.075 0.698
34 H 3.053 3.862 0.999
35 H 1.885 1.735 1.816
36 H 2.880 0.624 1.067
37 H 3.432 2.264 -0.563
38 H 1.662 2.161 -1.073

* LUMO level: 0.5 eV
* energy relative to the best compared isomer or geometry (same formula, charge and spin): 77.3 kcal per mole
* highest occupied orbital energy: -8.364 eV
* SMILES: CCCc1c(-c2ccccc2)nn(-c2ccccn2)c1O
* charge: 0

These are the natural (NBO) partial charges, in e, on atoms 1 to 2: number 1, N, carries -0.298; number 2, N, carries -0.494


3.
The following is a DFT calculation (ωB97M-V/def2-TZVPD) of a single C17H17N3O3 molecule at a distorted geometry.

Geometry (Å):
1 C -5.989 -2.375 0.805
2 H -6.379 -2.626 -0.189
3 O -4.590 -2.237 0.782
4 C -4.096 -1.362 -0.204
5 C -4.381 0.118 0.079
6 H -5.456 0.298 0.043
7 H -4.027 0.362 1.082
8 C -3.707 1.045 -0.935
9 N -2.266 1.038 -0.829
10 C -1.603 1.986 -0.128
11 O -2.154 2.949 0.367
12 C -0.122 1.805 -0.031
13 C 0.517 0.615 -0.167
14 N 1.869 0.498 -0.045
15 C 2.669 1.603 0.247
16 N 3.955 1.536 0.375
17 C 4.578 0.341 0.225
18 C 5.973 0.274 0.372
19 C 6.626 -0.924 0.223
20 C 5.919 -2.093 -0.077
21 C 4.555 -2.053 -0.226
22 C 3.868 -0.841 -0.076
23 C 2.434 -0.797 -0.234
24 O 1.707 -1.730 -0.509
25 H 3.982 -2.939 -0.457
26 H 6.451 -3.025 -0.191
27 H 7.699 -0.969 0.338
28 H 6.502 1.185 0.604
29 C 2.001 2.855 0.412
30 C 0.660 2.958 0.282
31 H 0.138 3.893 0.415
32 H 2.629 3.698 0.648
33 H 0.030 -0.332 -0.356
34 H -1.772 0.247 -1.206
35 H -4.025 2.074 -0.746
36 H -3.988 0.761 -1.953
37 H -4.504 -1.635 -1.191
38 H -3.017 -1.543 -0.207
39 H -6.202 -3.191 1.492
40 H -6.487 -1.468 1.164

* LUMO level: -0.4 eV
* energy relative to the best compared isomer or geometry (same formula, charge and spin): 14.8 kcal per mole
* highest occupied orbital energy: -8.121 eV
* SMILES: COCCCNC(=O)c1ccc2nc3ccccc3c(=O)n2c1
* charge: 0

These are the natural (NBO) partial charges, in e, on atoms 1 to 2: number 1, C, carries -0.251; number 2, H, carries 0.162


4.
The following is a DFT calculation (ωB97M-V/def2-TZVPD) of C17H17N3O3RhS2 as an isolated structure.

Geometry (Å):
1 Rh 0.098 -1.370 -0.186
2 C -4.960 -2.640 -0.475
3 S -3.856 -3.386 -1.688
4 C -2.305 -2.742 -1.270
5 S -2.137 -1.643 0.086
6 N -1.340 -3.164 -2.038
7 N -0.127 -2.668 -1.671
8 C 0.934 -3.004 -2.308
9 C 2.200 -2.412 -1.864
10 C 3.410 -2.685 -2.472
11 C 4.558 -2.076 -1.976
12 C 4.461 -1.220 -0.895
13 C 3.212 -0.991 -0.333
14 N 2.118 -1.571 -0.807
15 H -5.944 -3.033 -0.721
16 H -4.974 -1.557 -0.564
17 H -4.698 -2.942 0.536
18 H 0.877 -3.695 -3.141
19 H 3.453 -3.361 -3.314
20 H 5.517 -2.274 -2.435
21 H 5.332 -0.731 -0.484
22 H 3.069 -0.333 0.515
23 C 0.013 3.052 5.065
24 O -0.479 3.680 3.882
25 C -0.450 2.999 2.739
26 C -0.966 3.703 1.616
27 C -0.976 3.099 0.407
28 C -0.498 1.763 0.212
29 C -0.461 1.251 -1.099
30 C -0.811 2.101 -2.289
31 O -0.128 0.065 -1.455
32 C -0.004 1.060 1.364
33 O 0.453 -0.153 1.326
34 C 0.025 1.713 2.610
35 H -0.107 3.782 5.857
36 H 1.068 2.797 4.954
37 H -0.568 2.158 5.295
38 H -1.336 4.708 1.760
39 H -1.367 3.646 -0.438
40 H -1.863 2.382 -2.246
41 H -0.638 1.531 -3.197
42 H -0.215 3.012 -2.307
43 H 0.409 1.151 3.447

* LUMO level: -4.5 eV
* highest occupied orbital energy: -11.259 eV
* charge: +1

These are the natural (NBO) partial charges, in e, on atoms 1 to 2: number 1, Rh, carries 1.100; number 2, C, carries -0.761


5.
The following is a DFT calculation (ωB97M-V/def2-TZVPD) of a single C17H17N3O5 molecule at a distorted geometry.

Geometry (Å):
1 N -2.749 -0.748 0.944
2 C -3.210 0.289 0.204
3 N -2.563 1.197 -0.423
4 O -1.165 1.296 -0.452
5 C -0.357 1.153 0.589
6 O -0.683 0.814 1.704
7 C 1.064 1.467 0.175
8 C 1.933 0.220 0.345
9 C 3.394 0.508 0.017
10 O 4.105 -0.699 0.173
11 C 5.447 -0.712 -0.069
12 C 6.197 0.388 -0.466
13 C 7.559 0.250 -0.682
14 C 8.184 -0.970 -0.509
15 C 7.436 -2.068 -0.112
16 C 6.080 -1.943 0.107
17 H 5.482 -2.786 0.415
18 H 7.913 -3.026 0.027
19 H 9.245 -1.067 -0.681
20 H 8.132 1.113 -0.991
21 H 5.737 1.354 -0.609
22 H 3.483 0.874 -1.016
23 H 3.790 1.277 0.697
24 H 1.580 -0.576 -0.314
25 H 1.864 -0.138 1.374
26 H 1.435 2.263 0.824
27 H 1.068 1.810 -0.859
28 C -4.675 0.371 -0.015
29 C -5.462 -0.772 -0.003
30 C -6.830 -0.658 -0.212
31 C -7.433 0.573 -0.434
32 C -6.641 1.707 -0.453
33 C -5.275 1.609 -0.248
34 H -4.648 2.485 -0.269
35 H -7.091 2.672 -0.629
36 H -8.499 0.620 -0.589
37 N -7.640 -1.854 -0.194
38 O -8.819 -1.738 -0.446
39 O -7.090 -2.899 0.078
40 H -5.042 -1.757 0.135
41 H -3.420 -1.257 1.496
42 H -1.836 -0.642 1.372

* LUMO level: -0.7 eV
* energy relative to the best compared isomer or geometry (same formula, charge and spin): 125.8 kcal per mole
* highest occupied orbital energy: -8.658 eV
* SMILES: N/C(=N\OC(=O)CCCOc1ccccc1)c1cccc([N+](=O)[O-])c1
* charge: 0

These are the natural (NBO) partial charges, in e, on atoms 1 to 2: number 1, N, carries -0.805; number 2, C, carries 0.371


6.
The following is a DFT calculation (ωB97M-V/def2-TZVPD) of a single C17H17NO3 molecule.

Geometry (Å):
1 C 1.423 -4.034 0.848
2 C 0.520 -2.839 0.775
3 C 0.300 -2.049 1.886
4 C -0.550 -0.964 1.738
5 C -1.179 -0.642 0.520
6 C -0.969 -1.459 -0.600
7 C -0.117 -2.534 -0.435
8 H 0.070 -3.180 -1.282
9 C -1.644 -1.212 -1.910
10 H -1.452 -0.204 -2.269
11 H -1.293 -1.919 -2.658
12 H -2.722 -1.331 -1.806
13 C -1.937 0.550 0.799
14 C -1.709 0.827 2.109
15 O -0.884 -0.072 2.700
16 H -2.084 1.614 2.736
17 C -2.695 1.414 -0.154
18 H -3.278 2.153 0.399
19 C -1.702 2.140 -1.063
20 O -1.765 2.124 -2.272
21 N -0.749 2.817 -0.377
22 H -0.720 2.685 0.625
23 C 0.504 3.190 -1.003
24 C 1.570 2.216 -0.614
25 C 2.775 2.369 0.006
26 C 3.304 1.065 0.167
27 C 2.379 0.219 -0.358
28 O 1.328 0.904 -0.832
29 H 2.341 -0.848 -0.442
30 H 4.241 0.801 0.614
31 H 3.230 3.291 0.303
32 H 0.796 4.199 -0.703
33 H 0.324 3.165 -2.083
34 H -3.367 0.830 -0.783
35 H 0.765 -2.257 2.836
36 H 0.843 -4.950 0.736
37 H 2.160 -4.009 0.046
38 H 1.944 -4.070 1.801

* LUMO level: 0.8 eV
* energy relative to the best compared isomer or geometry (same formula, charge and spin): 31.5 kcal per mole
* highest occupied orbital energy: -8.210 eV
* SMILES: Cc1cc(C)c2c(CC(=O)NCc3ccco3)coc2c1
* charge: 0

These are the natural (NBO) partial charges, in e, on atoms 1 to 2: number 1, C, carries -0.629; number 2, C, carries 0.012


Calculated total energy (eV)
-53217.27073; -24420.85297; -28518.47379; -53190.34078; -32608.72647; -25537.56773
Gap between HOMO and LUMO (Ha)
0.2702; 0.3239; 0.2855; 0.2477; 0.2931; 0.3296